81
Properties=species:S:1:pos:R:3:forces:R:3 method="wB97M-V/def2-TZVPD" s_squared=0.759 e_lumo_ha="-0.0533 / -0.0904" homo_energy_ev="-8.06 / -8.48" fmax_ev_per_a=0.464 gap_ev="6.61 / 6.02" spin_multiplicity=2
Ir -0.253083 0.257015 -0.298582 0.16 -0.23 -0.37
S 1.623074 1.187683 -1.177877 -0.02 -0.02 0.07
C 1.512331 0.715580 -2.851080 -0.04 -0.04 0.02
C 2.054166 1.475455 -3.886532 -0.01 0.03 0.00
C 1.873347 1.078259 -5.197621 0.02 0.01 0.00
C 2.363896 1.913616 -6.258064 -0.04 -0.02 -0.04
N 2.743371 2.595031 -7.101377 0.01 0.02 0.02
C 1.173982 -0.111354 -5.488287 0.00 -0.03 0.01
C 0.664203 -0.884421 -4.461259 -0.01 0.01 0.01
C 0.820209 -0.468282 -3.140284 0.00 0.00 0.03
S 0.155329 -1.358918 -1.788546 0.02 0.12 -0.05
C 0.951132 -0.509851 -6.849841 0.00 0.05 -0.02
N 0.762437 -0.826564 -7.937661 0.00 -0.03 0.01
H 2.573349 2.399476 -3.670116 0.00 0.00 0.00
H 0.108803 -1.784316 -4.689263 0.00 0.00 0.00
C 1.800117 -1.369882 1.899996 0.03 0.06 0.04
O 0.572310 -0.748061 1.555991 -0.16 -0.07 0.10
Si -0.637690 -0.066154 2.546454 0.20 -0.13 0.14
C 0.199855 1.300635 3.506439 -0.02 0.00 -0.06
C -1.123337 -1.366838 3.794828 -0.09 0.06 -0.02
C -1.785424 0.432245 1.159406 0.09 0.19 -0.12
Si -3.138138 -0.856806 0.841522 -0.18 -0.06 0.09
C -2.416979 -2.564669 0.531903 0.03 0.02 0.00
C -4.259838 -0.990648 2.352453 0.03 0.06 -0.05
C -4.290061 -0.524613 -0.594331 0.08 0.00 -0.03
Si -2.337782 2.239150 1.187695 -0.13 0.11 0.14
C -0.881341 3.435552 1.027765 -0.03 0.00 0.03
C -3.178441 2.653966 2.824821 0.01 -0.08 -0.03
C -3.621933 2.706141 -0.098963 0.04 -0.03 -0.06
H 1.615281 -2.233892 2.540415 0.00 0.00 0.00
H 2.458252 -0.667846 2.416348 0.01 0.00 0.00
H 2.281823 -1.700218 0.981252 0.00 0.00 0.00
H 0.920153 0.856567 4.198667 0.01 -0.01 0.00
H -0.504294 1.880454 4.103146 0.01 0.01 0.02
H 0.737196 1.990752 2.854555 -0.01 0.01 -0.01
H -0.251612 -1.606903 4.409397 0.02 0.00 -0.01
H -1.489197 -2.287697 3.343848 -0.02 0.00 0.02
H -1.895259 -0.988593 4.467545 0.00 0.01 0.03
H -1.706620 -2.885430 1.294253 0.04 -0.01 -0.02
H -1.922873 -2.629619 -0.439760 -0.03 0.01 0.02
H -3.242178 -3.281917 0.524834 0.00 -0.02 0.02
H -3.777857 -1.447812 3.214954 0.02 0.00 0.03
H -5.131227 -1.601310 2.102187 0.01 -0.01 -0.03
H -4.627101 -0.007991 2.653040 -0.03 -0.02 0.01
H -3.772940 -0.344856 -1.536235 -0.01 0.00 0.03
H -4.971794 0.301543 -0.404281 -0.02 0.04 -0.01
H -4.898797 -1.426603 -0.708956 0.01 -0.01 -0.01
H -0.594851 3.803346 2.015510 0.03 0.02 -0.01
H -1.192002 4.294755 0.428517 -0.01 0.01 0.02
H 0.013042 3.035153 0.547148 -0.02 -0.05 -0.02
H -2.516364 2.544488 3.684123 0.00 0.00 0.02
H -4.048120 2.016150 2.991065 -0.01 0.03 0.02
H -3.529576 3.689015 2.812940 0.03 0.01 -0.03
H -3.428160 2.394130 -1.125649 0.01 -0.03 0.02
H -3.681350 3.798346 -0.095578 0.01 0.00 -0.01
H -4.604419 2.331333 0.186504 -0.04 -0.01 0.00
C -3.316202 5.135304 -7.034138 0.00 0.01 0.00
C -1.905002 4.631169 -6.703316 0.01 0.00 0.01
C -1.064188 5.821735 -6.241908 0.00 0.00 -0.01
C -1.258322 4.052028 -7.969706 -0.01 0.01 0.00
C -1.993927 3.541671 -5.633063 0.00 -0.01 0.01
C -2.699628 2.366121 -5.915276 0.00 0.01 0.00
C -2.806761 1.312842 -5.013246 -0.01 -0.01 0.00
C -2.177585 1.473863 -3.800013 0.01 0.03 -0.02
O -2.048380 0.582622 -2.761549 0.00 -0.02 0.03
B -1.210296 1.200607 -1.824341 0.01 0.05 -0.01
O -0.918327 2.504652 -2.254246 -0.02 0.00 0.06
C -1.491508 2.631713 -3.497079 0.00 -0.01 -0.01
C -1.379489 3.679178 -4.385378 -0.01 0.00 0.00
H -3.267223 5.906629 -7.805849 0.00 0.00 0.00
H -3.792109 5.563845 -6.149997 0.00 0.00 0.00
H -3.953549 4.331372 -7.403553 0.00 0.00 0.00
H -1.033033 6.570080 -7.035327 0.00 0.00 0.00
H -0.035204 5.527212 -6.026337 0.00 0.00 0.01
H -1.486557 6.297016 -5.354316 0.00 0.00 0.00
H -1.172822 4.827964 -8.733516 -0.01 0.00 0.00
H -1.848403 3.236078 -8.387886 0.01 -0.01 0.00
H -0.257366 3.672480 -7.758959 0.02 -0.01 0.01
H -3.174210 2.257466 -6.881578 0.00 0.00 0.00
H -3.341496 0.405337 -5.258886 0.00 0.00 0.00
H -0.815738 4.559227 -4.112297 0.00 0.00 0.00

16
Properties=species:S:1:pos:R:3:forces:R:3 method="wB97M-V/def2-TZVPD" e_lumo_ha=0.0032 homo_energy_ev=-8.52 fmax_ev_per_a=3.214 gap_ev=8.61
C -1.394613 -1.677230 0.045970 0.97 1.87 0.40
C 1.342913 -0.639701 -0.137936 -1.04 -0.09 -0.17
C 0.754187 0.737771 -0.199658 0.99 1.04 -0.94
C 0.147135 1.113866 1.098575 -0.97 -2.31 2.02
H -1.667291 -0.782246 -0.544522 0.26 -0.67 0.18
H -1.940155 -2.523925 -0.248600 -0.56 -1.21 -0.59
H -1.630521 -1.470733 1.090321 0.09 -0.11 -0.01
H 1.630560 1.413983 -0.375139 -0.46 -0.55 0.22
H -0.678605 0.362890 1.400618 1.27 1.29 -0.48
H -0.299445 2.068486 1.048974 -0.42 1.21 0.02
H 0.909867 1.072037 1.893748 -0.32 0.22 -0.25
H -0.398233 1.878418 -1.446055 0.09 -0.27 0.06
H 0.109569 0.465001 -2.141538 -0.07 0.36 0.46
N -0.212229 0.893910 -1.266729 -0.48 -0.34 -0.98
S 0.402892 -2.087709 -0.122148 -0.98 -0.16 -0.01
S 2.923975 -0.824818 -0.095881 1.63 -0.28 0.06

26
Properties=species:S:1:pos:R:3:forces:R:3 method="wB97M-V/def2-TZVPD" e_lumo_ha=0.0318 homo_energy_ev=-9.37 fmax_ev_per_a=0.687 gap_ev=10.23 smiles=C[C@@H](O)CCC(C)(C)N
C -2.630878 -0.642800 0.011621 0.32 0.28 0.15
C -1.856808 -0.016530 1.174541 -0.11 0.44 -0.52
O -1.206908 -0.996800 1.954331 0.20 -0.44 0.24
C -0.907168 1.113940 0.730411 -0.20 -0.16 0.08
C -0.039258 0.919900 -0.519699 0.10 -0.41 0.23
C 1.170332 -0.061520 -0.473909 0.07 0.48 -0.07
C 1.954622 0.056870 0.837541 -0.08 -0.04 -0.39
C 2.107402 0.316340 -1.629659 -0.04 -0.11 0.19
N 0.823232 -1.462870 -0.682929 0.03 -0.28 -0.01
H -3.342228 -1.357510 0.396591 -0.28 -0.19 0.11
H -3.159308 0.136540 -0.541679 -0.03 -0.08 -0.05
H -1.967688 -1.173200 -0.673839 -0.01 0.08 -0.02
H -2.583748 0.422780 1.863111 0.02 0.04 -0.05
H -0.362648 -1.210640 1.550181 0.03 -0.02 0.14
H -0.270428 1.363410 1.584241 -0.10 0.08 0.00
H -1.538158 1.988540 0.535001 0.07 -0.03 0.07
H -0.673138 0.629450 -1.362769 0.07 0.07 -0.07
H 0.365732 1.901120 -0.747539 0.07 0.24 -0.14
H 1.391612 -0.306620 1.691521 -0.06 0.00 0.19
H 2.225192 1.093860 1.017681 0.01 0.15 0.12
H 2.865282 -0.532660 0.762841 0.06 -0.06 0.00
H 2.899202 -0.430530 -1.707789 0.01 0.05 -0.03
H 1.562842 0.348100 -2.576709 0.00 0.02 -0.01
H 2.559132 1.293930 -1.455659 -0.03 -0.01 -0.05
H 0.547832 -1.614200 -1.647429 -0.11 -0.06 0.10
H 0.065942 -1.778910 -0.089999 -0.02 -0.06 -0.20

Repeat the third record exactly.
26
Properties=species:S:1:pos:R:3:forces:R:3 method="wB97M-V/def2-TZVPD" e_lumo_ha=0.0318 homo_energy_ev=-9.37 fmax_ev_per_a=0.687 gap_ev=10.23 smiles=C[C@@H](O)CCC(C)(C)N
C -2.630878 -0.642800 0.011621 0.32 0.28 0.15
C -1.856808 -0.016530 1.174541 -0.11 0.44 -0.52
O -1.206908 -0.996800 1.954331 0.20 -0.44 0.24
C -0.907168 1.113940 0.730411 -0.20 -0.16 0.08
C -0.039258 0.919900 -0.519699 0.10 -0.41 0.23
C 1.170332 -0.061520 -0.473909 0.07 0.48 -0.07
C 1.954622 0.056870 0.837541 -0.08 -0.04 -0.39
C 2.107402 0.316340 -1.629659 -0.04 -0.11 0.19
N 0.823232 -1.462870 -0.682929 0.03 -0.28 -0.01
H -3.342228 -1.357510 0.396591 -0.28 -0.19 0.11
H -3.159308 0.136540 -0.541679 -0.03 -0.08 -0.05
H -1.967688 -1.173200 -0.673839 -0.01 0.08 -0.02
H -2.583748 0.422780 1.863111 0.02 0.04 -0.05
H -0.362648 -1.210640 1.550181 0.03 -0.02 0.14
H -0.270428 1.363410 1.584241 -0.10 0.08 0.00
H -1.538158 1.988540 0.535001 0.07 -0.03 0.07
H -0.673138 0.629450 -1.362769 0.07 0.07 -0.07
H 0.365732 1.901120 -0.747539 0.07 0.24 -0.14
H 1.391612 -0.306620 1.691521 -0.06 0.00 0.19
H 2.225192 1.093860 1.017681 0.01 0.15 0.12
H 2.865282 -0.532660 0.762841 0.06 -0.06 0.00
H 2.899202 -0.430530 -1.707789 0.01 0.05 -0.03
H 1.562842 0.348100 -2.576709 0.00 0.02 -0.01
H 2.559132 1.293930 -1.455659 -0.03 -0.01 -0.05
H 0.547832 -1.614200 -1.647429 -0.11 -0.06 0.10
H 0.065942 -1.778910 -0.089999 -0.02 -0.06 -0.20